{"formula": "C2H6N", "method": "the ωB97M-V functional and the def2-TZVPD basis", "total_charge": 1, "homo_ev": -15.62, "e_above_lowest_kj_mol": 576.4, "multiplicity": 1, "orbital_gap_ev": 7.14, "symbols": ["C", "C", "N", "H", "H", "H", "H", "H", "H"], "coordinates": [[0.594, 0.119, -0.438], [0.698, 1.136, 0.436], [-0.888, -1.119, -0.120], [-0.100, 0.080, -1.333], [-0.065, 1.624, 1.029], [1.705, 1.283, 0.835], [1.099, -0.833, -0.308], [-1.488, -0.486, 0.419], [-1.554, -1.804, -0.520]]}